[1]
ORCA calculation (the ωB97M-V functional and the def2-TZVPD basis) on the ion C5H9N2 with charge +1 in a non-equilibrium geometry.

Geometry as XYZ:
```
16
Properties=species:S:1:pos:R:3:lowdin_charge:R:1
C 1.4722 1.4483 -1.0490 0.04
C 0.5943 2.7316 -1.2955 -0.15
C 0.9231 -0.4957 0.3462 0.00
C -1.3203 -1.3971 0.6996 -0.07
C 0.1379 -1.7749 0.3265 -0.16
N 1.0704 0.4811 -0.4102 0.17
N -0.1484 3.0180 -0.3575 0.16
H 2.5371 1.5209 -1.3045 0.16
H 0.8430 3.1479 -2.2246 0.10
H 1.3736 -0.4069 1.2886 0.15
H -1.7664 -1.0343 -0.2479 0.08
H -1.2827 -0.4233 1.3589 0.12
H -2.0341 -2.0893 1.0959 0.07
H 0.2121 -2.2384 -0.6120 0.10
H 0.3670 -2.4152 1.1760 0.12
H -0.7632 3.8327 -0.3988 0.10
```

Net charge: +1
LUMO: -5.16 eV
SMILES: [H]/N=C/C=[N+]=CCC
HOMO energy: -14.78 eV
Gap between HOMO and LUMO: 9.614 eV

[2]
ORCA calculation (the ωB97M-V functional and the def2-TZVPD basis) on a structure of composition C5H9N2 in a non-equilibrium geometry.

Geometry as XYZ:
```
16
Properties=species:S:1:pos:R:3:lowdin_charge:R:1
C 1.4401 0.3704 0.7540 -0.26
C -1.2039 -0.2261 -1.6536 -0.07
C -1.6966 -1.4397 -0.8933 -0.02
C 0.2592 -0.4354 0.7758 0.00
C 2.1561 1.4988 1.2523 0.01
N 1.3374 -0.4768 -0.1696 0.25
N -1.3516 -0.1597 -0.1834 -0.01
H -0.1731 -0.3682 -2.0890 0.13
H -1.6409 0.5732 -2.1600 0.10
H -2.7561 -1.6697 -0.8124 0.12
H -0.9613 -2.2023 -0.6266 0.12
H -0.2040 -1.1858 1.3398 0.11
H 2.5446 2.0723 0.4401 0.09
H 2.8956 1.1068 2.1054 0.17
H 1.4459 2.0860 1.7899 0.09
H -2.0916 0.4563 0.1308 0.16
```

Net charge: +1
LUMO: -3.39 eV
HOMO energy: -15.37 eV
Gap between HOMO and LUMO: 11.986 eV

[3]
ORCA calculation (the ωB97M-V functional and the def2-TZVPD basis) on the ion C5H9N2 with charge +1 in a non-equilibrium geometry.

Geometry as XYZ:
```
16
Properties=species:S:1:pos:R:3:lowdin_charge:R:1
C 3.0290 -0.8627 0.1040 0.11
C 1.8927 0.0537 0.1656 -0.15
C -1.2711 -0.9943 -0.4092 -0.08
C 0.3999 1.7804 -0.2414 0.05
C -0.4587 -0.4007 0.7007 -0.18
N 3.2308 0.3381 -0.2262 0.26
N 0.6851 0.3914 0.1882 -0.06
H 3.7147 -1.7335 0.3053 0.16
H -1.5019 -0.4018 -1.3839 0.12
H -0.6994 -1.8634 -0.7034 0.07
H -2.2323 -1.3906 -0.0385 0.10
H -0.2384 2.2399 0.4892 0.10
H 0.0260 1.7523 -1.3178 0.14
H 1.3033 2.2985 -0.2683 0.07
H -0.2049 -1.2830 1.3573 0.15
H -1.0265 0.2330 1.3886 0.13
```

Net charge: +1
LUMO: -4.25 eV
SMILES: CC/[N+](C)=c1\cn1
HOMO energy: -16.05 eV
Gap between HOMO and LUMO: 11.800 eV

[4]
ORCA calculation (the ωB97M-V functional and the def2-TZVPD basis) on the ion C5H9N2 with charge +1 in a non-equilibrium geometry.

Geometry as XYZ:
```
16
Properties=species:S:1:pos:R:3:lowdin_charge:R:1
C 1.7638 0.0817 -0.4657 -0.04
C 1.1341 1.2517 -0.0588 -0.16
C 0.4902 -1.9479 0.1440 -0.04
C -0.6057 -2.4136 -0.6549 0.00
C -0.6694 2.4023 0.7791 -0.07
N 1.2736 -1.0162 -0.2589 0.17
N 0.0231 1.1944 0.4919 0.01
H 2.7327 0.1460 -0.9530 0.16
H 1.5993 2.2789 -0.3408 0.17
H 0.7348 -2.2986 1.0863 0.14
H -0.6373 -1.6861 -1.4843 0.11
H -1.5278 -2.5033 -0.0508 0.12
H -0.3383 -3.4621 -0.8891 0.12
H -1.7480 2.0748 0.4827 0.13
H -0.2026 3.1209 0.1068 0.08
H -0.7630 2.4611 1.8378 0.09
```

Net charge: +1
LUMO: -5.01 eV
SMILES: CC=[N+]=C/C=N/C
HOMO energy: -14.51 eV
Gap between HOMO and LUMO: 9.497 eV

[5]
ORCA calculation (the ωB97M-V functional and the def2-TZVPD basis) on a structure of composition C5H9N2 in a non-equilibrium geometry.

Geometry as XYZ:
```
16
Properties=species:S:1:pos:R:3:lowdin_charge:R:1
C -3.0206 0.5051 -1.1561 0.14
C 1.4555 -0.9496 1.0268 -0.16
C 1.5292 -0.5378 -0.4076 -0.17
C 0.6568 0.3317 1.2270 -0.09
C 0.3819 0.4501 -0.3482 -0.23
N -0.8148 -0.2834 -0.6282 0.22
N -1.8852 0.2447 -0.8195 0.04
H -3.7292 0.7747 -0.3593 0.14
H -3.2833 0.5672 -2.2590 0.16
H 0.7975 -1.7636 1.2141 0.10
H 2.3979 -1.0548 1.5596 0.13
H 2.3619 0.1135 -0.3569 0.11
H 1.7467 -1.2764 -1.1941 0.14
H -0.1826 0.1509 1.8740 0.10
H 1.2935 1.2222 1.5945 0.16
H 0.2950 1.5054 -0.9672 0.21
```

Net charge: +1
LUMO: -5.68 eV
HOMO energy: -15.12 eV
Gap between HOMO and LUMO: 9.433 eV

[6]
ORCA calculation (the ωB97M-V functional and the def2-TZVPD basis) on the ion C5H9N2 with charge +1 in a non-equilibrium geometry.

Geometry as XYZ:
```
16
Properties=species:S:1:pos:R:3:lowdin_charge:R:1
C 0.1290 1.5395 -0.8322 -0.10
C 0.4662 -0.0423 1.0196 -0.24
C 0.2063 0.1148 -0.7016 0.04
C -0.6597 -0.7906 1.7152 -0.02
C 0.0837 -0.9675 -1.6204 0.01
N 0.6124 1.3165 1.3579 0.04
N 0.4987 2.1241 0.4767 0.06
H 0.6735 2.0030 -1.6621 0.17
H -0.9058 1.9013 -0.9596 0.18
H 1.4301 -0.5381 1.1673 0.16
H -0.7237 -0.4104 2.7335 0.10
H -0.4659 -1.8571 1.7503 0.09
H -1.6178 -0.6124 1.2321 0.09
H 1.0385 -1.1042 -2.1476 0.15
H -0.6450 -0.7621 -2.4081 0.13
H -0.1204 -1.9146 -1.1209 0.11
```

Net charge: +1
LUMO: -6.84 eV
HOMO energy: -14.14 eV
Gap between HOMO and LUMO: 7.299 eV

[7]
ORCA calculation (the ωB97M-V functional and the def2-TZVPD basis) on a cluster of 2 separate species, C5H9N2 in total in a non-equilibrium geometry.

Geometry as XYZ:
```
16
Properties=species:S:1:pos:R:3:lowdin_spin:R:1
C 1.2866 -0.8396 -0.4502 0.53
C -2.7812 -0.2078 -0.3290 0.17
C 0.9259 -1.0066 0.9795 0.06
C -3.4496 -1.2888 -0.5997 0.44
C 1.1710 1.6480 0.4117 0.04
N -2.1100 0.7366 0.1018 0.29
N 1.0395 0.2853 0.1645 0.30
H -0.0854 -1.2815 1.1238 0.00
H 1.7060 -1.1165 1.7083 0.01
H -3.8477 -1.6625 0.2447 0.02
H -3.5201 -1.7448 -1.5558 0.02
H 1.7924 -1.0331 -1.3833 0.05
H 1.7827 2.3217 -0.2215 0.00
H 1.5869 1.6333 1.4503 0.01
H 0.2505 2.2838 0.4513 0.02
H -2.7631 1.4944 0.4735 0.03
```

Net charge: +1
Multiplicity: 3
LUMO (alpha / beta): -5.10 / -9.15 eV
HOMO energy (alpha / beta): -8.97 / -12.96 eV
⟨S²⟩: 2.019
Gap between HOMO and LUMO (alpha / beta): 3.871 / 3.809 eV

[8]
ORCA calculation (the ωB97M-V functional and the def2-TZVPD basis) on the ion C5H9N2O with charge +1 in a non-equilibrium geometry.

Geometry as XYZ:
```
17
Properties=species:S:1:pos:R:3:lowdin_charge:R:1
C -1.7400 0.0457 0.0742 -0.42
C 1.1765 -0.7191 -0.2326 -0.18
C 0.9768 0.6829 -0.8434 -0.06
C -0.6874 0.6857 0.9736 0.00
C 0.0233 -1.4468 0.3012 -0.04
N -1.2855 -1.3192 -0.0798 0.11
N 0.2484 1.5321 0.2082 0.07
O -2.6694 0.5027 -0.5153 0.15
H 1.6718 -1.4153 -0.9677 0.15
H 1.8750 -0.6053 0.6734 0.16
H 1.8423 1.2522 -0.9464 0.12
H 0.3365 0.4992 -1.6919 0.14
H -0.8627 0.7099 2.0007 0.10
H 0.3021 -2.4834 0.7221 0.17
H -1.9678 -2.0345 -0.2641 0.16
H 0.9414 1.8718 0.9219 0.21
H -0.1813 2.2414 -0.3342 0.16
```

Net charge: +1
LUMO (alpha / beta): -4.70 / -4.62 eV
SMILES: [O-]C1=C[NH2+]CCC=[NH+]1
HOMO energy (alpha / beta): -12.39 / -12.58 eV
Gap between HOMO and LUMO (alpha / beta): 7.692 / 7.968 eV

[9]
ORCA calculation (the ωB97M-V functional and the def2-TZVPD basis) on the ion C5H9N2O4 with charge +1 in a non-equilibrium geometry.

Geometry as XYZ:
```
20
Properties=species:S:1:pos:R:3:lowdin_charge:R:1
C -0.8802 -1.1539 0.1709 -0.43
C 0.5170 0.8856 0.9047 -0.47
C -1.3877 0.1081 2.3609 0.05
C -0.0247 -2.1939 -1.7796 0.09
C 0.9348 2.3937 -0.8312 0.02
N -0.4290 -0.9090 2.4647 0.15
N -0.3938 -0.1556 1.2644 0.00
O -2.0352 -1.4660 0.0955 0.20
O 1.2298 1.3875 1.7064 0.22
O 0.1177 -1.3962 -0.5882 0.04
O 0.2310 1.2883 -0.3290 0.03
H -2.3485 -0.3208 1.9998 0.15
H -1.2241 1.1009 2.9179 0.19
H -1.0115 -2.6657 -1.6285 0.13
H 0.7580 -2.8456 -1.8181 0.08
H 0.0442 -1.4423 -2.4604 0.09
H 1.0413 3.0243 -0.0391 0.07
H 0.2920 2.8941 -1.6566 0.16
H 1.8377 2.1222 -1.2034 0.08
H 0.2701 -0.8745 3.1790 0.16
```

Net charge: +1
LUMO: -3.36 eV
SMILES: COC(=O)[N+]1(C(=O)OC)CN1
HOMO energy: -15.66 eV
Gap between HOMO and LUMO: 12.302 eV

[10]
ORCA calculation (the ωB97M-V functional and the def2-TZVPD basis) on the ion C5H9N2OS with charge +1 in a non-equilibrium geometry.

Geometry as XYZ:
```
18
Properties=species:S:1:pos:R:3:lowdin_charge:R:1
C -1.7593 0.0209 -0.2403 0.01
C -1.9899 1.3121 -0.5360 -0.08
C 0.1175 1.7155 -1.5387 -0.01
C -0.2797 -0.3693 -0.3125 -0.66
C 1.8356 -1.1390 1.6967 -0.41
N -1.0757 2.2066 -1.1002 0.09
N 0.4536 0.5097 -1.1472 0.11
O 0.0490 -1.6467 -0.6767 0.03
S 0.5018 0.0990 1.5031 0.85
H -2.4450 -0.6422 0.0113 0.08
H -3.1355 1.7030 -0.6284 0.19
H 0.6903 2.3682 -2.1888 0.17
H 2.7588 -0.9112 1.1091 0.04
H 1.5138 -2.1441 1.3429 0.03
H 2.0984 -0.9464 2.8486 0.09
H -1.1717 3.1860 -0.9900 0.15
H 1.2527 0.0845 -1.6032 0.19
H 0.1759 -2.2082 0.1083 0.10
```

Net charge: +1
LUMO: -4.26 eV
SMILES: CS[C@@]1(O)C=CNC=[NH+]1
HOMO energy: -12.71 eV
Gap between HOMO and LUMO: 8.449 eV

[11]
ORCA calculation (the ωB97M-V functional and the def2-TZVPD basis) on the ion C5H9N2OS with charge +1 in a non-equilibrium geometry.

Geometry as XYZ:
```
18
Properties=species:S:1:pos:R:3:lowdin_spin:R:1
C -0.7659 0.0230 1.5957 0.36
C -1.3720 1.1928 1.5005 0.30
C -0.5734 2.1921 -0.5497 0.02
C 0.1406 -0.7519 0.8354 0.38
C 1.6858 -1.9640 -1.4177 0.03
N -1.5460 2.1196 0.5181 0.35
N -0.8871 2.2252 -1.7564 0.06
O 0.4882 -1.9388 1.2776 0.13
S 0.8657 -0.4059 -0.7784 0.32
H -0.8891 -0.4644 2.5307 0.01
H -2.0512 1.3393 2.3902 0.01
H 0.4177 2.0329 -0.1735 0.01
H 1.6422 -2.6644 -0.5673 0.00
H 2.7782 -1.8462 -1.8060 0.00
H 1.0393 -2.3433 -2.1957 0.01
H -2.0338 2.9295 0.8018 0.01
H -0.1717 2.2790 -2.3862 0.00
H 0.2932 -2.1095 2.1744 0.00
```

Net charge: +1
Multiplicity: 3
LUMO (alpha / beta): -3.08 / -7.95 eV
HOMO energy (alpha / beta): -10.82 / -13.82 eV
⟨S²⟩: 2.008
Gap between HOMO and LUMO (alpha / beta): 7.736 / 5.869 eV

[12]
ORCA calculation (the ωB97M-V functional and the def2-TZVPD basis) on the ion C5H9N2S with charge +1 in a non-equilibrium geometry.

Geometry as XYZ:
```
17
Properties=species:S:1:pos:R:3:lowdin_charge:R:1
C 0.0789 -0.8273 0.1441 -0.36
C -0.2254 -1.8940 1.2205 -0.55
C 0.2597 1.2308 -0.8310 -0.07
C 0.3440 0.1285 -1.9552 -0.03
C -0.5778 1.0805 1.5963 0.05
N 0.0008 0.4453 0.3711 -0.08
N 0.3809 -1.1727 -1.1032 0.12
S 0.8576 -3.0144 1.5445 0.85
H -1.0955 -1.6409 1.8824 0.08
H 1.2244 1.6497 -0.5813 0.14
H -0.4740 1.9070 -1.0276 0.10
H -0.6141 0.2294 -2.5518 0.14
H 1.2448 0.1783 -2.6061 0.13
H -1.5569 0.6404 1.6078 0.09
H -0.0584 0.9334 2.5353 0.11
H -0.6297 2.1129 1.2458 0.10
H 0.8407 -1.9869 -1.4916 0.16
```

Net charge: +1
LUMO: -5.07 eV
SMILES: CN1CC[NH+]=C1C=S
HOMO energy: -13.34 eV
Gap between HOMO and LUMO: 8.263 eV

[13]
ORCA calculation (the ωB97M-V functional and the def2-TZVPD basis) on a structure of composition C5H9N2S in a non-equilibrium geometry.

Geometry as XYZ:
```
17
Properties=species:S:1:pos:R:3:lowdin_charge:R:1
C 0.4004 0.7936 -1.1809 -0.53
C 0.7364 -0.5248 0.8565 -0.16
C -1.6222 -0.2416 -0.0551 -0.27
C 2.0057 0.3280 0.4488 -0.08
C -2.0548 0.6085 -1.2133 -0.31
N -0.4047 0.2566 0.4503 0.01
N 1.6555 0.8098 -0.9048 0.04
S -0.6159 1.0017 -2.3665 1.15
H 0.8732 -1.4233 0.2808 0.13
H 0.7528 -0.5911 1.8762 0.10
H -2.3900 -0.3260 0.7798 0.18
H -1.5278 -1.1903 -0.4462 0.10
H 1.9846 1.2225 1.0916 0.13
H 2.9627 -0.2029 0.6455 0.15
H -2.8610 0.3235 -1.8421 0.08
H -2.3081 1.6017 -0.8892 0.08
H 2.3398 1.1896 -1.6082 0.20
```

Net charge: +1
LUMO: -3.82 eV
HOMO energy: -13.98 eV
Gap between HOMO and LUMO: 10.165 eV

[14]
ORCA calculation (the ωB97M-V functional and the def2-TZVPD basis) on an isolated molecule of C5H9N3 in a non-equilibrium geometry.

Geometry as XYZ:
```
17
Properties=species:S:1:pos:R:3:lowdin_charge:R:1
C 0.4539 2.4928 -0.5453 -0.10
C -0.8587 0.3076 1.1406 -0.14
C -1.4756 -0.9900 1.2890 -0.05
C -0.6822 -1.7867 0.3324 -0.10
C 0.2191 -1.0632 -0.3053 -0.31
H -0.3445 2.1699 -1.2340 0.09
H 1.2729 3.0857 -1.0421 0.08
H -0.0833 3.2280 0.1363 0.08
H 1.3707 1.3179 0.8600 0.10
H -1.2409 1.1738 1.7534 0.13
H -2.2290 -1.2657 2.0981 0.10
H -0.6704 -2.8321 0.0670 0.09
H 0.9196 -2.1444 -1.9701 0.09
H 1.8465 -0.8005 -1.4967 0.07
N 1.0039 1.2127 -0.0560 -0.06
N -0.0286 0.3200 0.0943 -0.16
N 0.9133 -1.2035 -1.5585 0.09
```

LUMO: 0.98 eV
SMILES: CNn1cccc1N
HOMO energy: -7.51 eV
Gap between HOMO and LUMO: 8.487 eV

Per-record energy above the lowest of the compared OMol25 structures with the same formula, charge and spin, eV: 4.295 5.587 4.617 4.088 5.793 5.242 4.876 4.358 4.476 1.947 0.520 1.272 2.473 2.774